[1]
Entry from the Open Molecules 2025 dataset: C26H28GeN6S2Ti as an isolated structure at a distorted geometry (the ωB97M-V functional and the def2-TZVPD basis).

XYZ file:
```
64
Properties=species:S:1:pos:R:3:forces:R:3:nbo_charge:R:1
Ti 0.39010 -0.64544 -0.56168 0.21 -0.81 0.06 1.397
C -1.31789 -0.43040 2.06274 1.13 1.31 -0.31 -0.256
N -0.47611 -1.49324 1.54308 0.66 -0.08 -0.16 -0.449
C -1.32743 -2.66396 1.24873 0.31 0.05 0.11 -0.225
C -2.15528 -2.32605 0.06767 -0.32 0.18 -0.81 0.207
C -3.48007 -2.57688 -0.16037 0.23 -0.36 0.62 -0.412
C -4.07103 -1.73989 -1.18247 0.01 -0.28 -0.25 -0.218
C -3.33200 -1.01805 -2.04945 -0.44 -0.03 -0.05 -0.230
C -1.85220 -1.21756 -2.09132 0.23 0.29 -0.22 -0.084
N -1.45383 -1.54419 -0.75437 1.18 0.14 0.26 -0.762
C 0.57413 -1.94738 2.43391 0.22 0.56 0.35 -0.260
C 1.83419 -1.13075 2.48215 -0.74 0.00 -0.32 0.233
C 2.64257 -1.22740 3.59622 -0.36 0.10 0.28 -0.261
C 3.86569 -0.61287 3.54450 0.97 -0.47 0.49 -0.156
C 4.30207 -0.08653 2.35192 0.27 0.89 -0.22 -0.262
C 3.40580 0.01753 1.29858 -0.13 -0.20 0.10 0.073
N 2.16145 -0.45670 1.37721 0.17 -0.45 0.07 -0.453
C -0.67172 0.97548 1.92165 -0.16 -0.22 0.45 0.249
C -0.84697 1.98068 2.87363 -0.23 -0.51 0.48 -0.245
C -0.40345 3.27156 2.64882 -0.30 -0.56 -0.20 -0.159
C 0.17662 3.50959 1.41741 0.51 0.70 -0.26 -0.247
C 0.40385 2.47825 0.52119 0.09 -0.40 0.24 0.081
N 0.01032 1.22879 0.80641 -0.27 -0.37 -1.04 -0.506
H -2.18184 -0.41600 1.42000 -0.58 0.13 -0.20 0.261
H -1.63956 -0.62277 3.08120 -0.03 0.04 0.44 0.187
H -0.65299 -3.49187 1.04701 -0.03 -0.15 -0.23 0.228
H -1.88638 -2.89508 2.14136 -0.57 -0.32 0.42 0.178
H -4.03279 -3.23348 0.52470 0.01 0.48 -0.44 0.199
H -5.14590 -1.69983 -1.22680 -0.33 0.18 0.00 0.194
H -3.80108 -0.34777 -2.75651 -0.15 0.04 -0.03 0.190
H -1.60290 -2.04745 -2.79497 -0.11 0.13 0.22 0.163
H 0.20771 -2.07977 3.45204 -0.19 -0.17 0.28 0.178
H 0.89799 -2.90014 2.04415 0.15 -0.45 -0.01 0.256
H 2.32197 -1.76276 4.48649 -0.07 0.11 -0.19 0.214
H 4.52642 -0.64668 4.41031 -0.09 0.05 -0.19 0.210
H 5.30238 0.33018 2.26442 -0.19 -0.11 -0.09 0.224
H 3.66146 0.44630 0.34237 0.13 0.22 -0.08 0.238
H -1.31730 1.73375 3.81624 -0.13 -0.06 -0.01 0.214
H -0.56199 4.03428 3.41299 0.17 -0.10 -0.38 0.221
H 0.50489 4.50029 1.14878 0.06 0.17 -0.05 0.220
H 0.91275 2.64106 -0.44473 -0.31 -0.23 0.79 0.243
S 1.68633 -2.93652 -0.64831 -0.75 0.06 -0.10 -0.276
C 3.25158 -2.59040 -1.29405 -0.16 0.00 0.51 -0.285
C 4.27624 -3.56995 -1.12077 0.56 -0.42 0.37 0.290
N 5.12878 -4.30925 -0.87041 -0.41 0.16 -0.27 -0.360
C 3.59074 -1.37147 -1.75827 0.06 0.98 -0.15 -0.287
S 2.47802 -0.01973 -1.89330 -0.09 0.07 -0.11 -0.291
C 4.96106 -1.07753 -2.07261 0.14 -0.06 -0.24 0.287
N 6.06096 -0.82000 -2.30905 -0.22 0.00 0.07 -0.367
C -2.71289 2.39833 -1.05623 0.53 0.14 0.53 -1.086
Ge -1.57409 1.75777 -2.54777 0.12 -0.47 0.52 1.616
C -0.09773 3.06885 -2.69555 -0.18 0.04 1.09 -1.082
C -2.72810 2.03577 -4.10806 -0.47 -0.10 -0.10 -1.093
C -0.85181 -0.05257 -2.37767 -0.41 0.09 0.16 -1.132
H -2.88310 3.47633 -1.24496 -0.06 -0.45 0.22 0.211
H -2.21866 2.27133 -0.06149 -0.44 0.18 -0.75 0.208
H -3.65929 1.85773 -1.03377 -0.03 0.08 -0.02 0.232
H -0.16168 3.60919 -3.61778 0.09 0.33 -0.59 0.223
H 0.86396 2.57320 -2.60614 0.20 -0.13 -0.26 0.235
H -0.15083 3.79290 -1.85822 -0.13 -0.18 -0.50 0.204
H -3.18988 3.02419 -4.12635 -0.10 0.05 0.23 0.212
H -3.51952 1.27109 -4.15847 0.26 0.31 -0.02 0.222
H -2.14136 1.98122 -5.00934 0.30 -0.23 -0.47 0.220
H -0.30035 -0.25727 -3.29665 0.20 0.12 -0.05 0.226
```
Forces are in eV/Å.

As for the orbital gap (spin up / spin down): 5.97 / 6.17 eV. The LUMO energy (spin up / spin down) comes out at 2.15 / 2.16 eV. As for the spin multiplicity: 2. For the electronic energy, the calculation gives -137660.9369 eV. Its largest force on an atom is 0.0342 hartree/bohr. As for the expectation value of S²: 0.76. As for the charge: -1.



[2]
Entry from the Open Molecules 2025 dataset: one molecule with the formula C26H28N2O6S at a distorted geometry (the ωB97M-V functional and the def2-TZVPD basis).

XYZ file:
```
63
Properties=species:S:1:pos:R:3:forces:R:3:nbo_charge:R:1
C 2.21605 -0.79026 5.61579 0.23 0.23 -0.25 -0.635
C 3.09106 0.39634 5.23507 -0.39 0.07 0.41 -0.074
H 3.93968 0.49414 5.91535 -0.10 0.03 -0.10 0.189
H 2.49892 1.31784 5.24064 0.17 -0.11 0.05 0.196
O 3.67233 0.22590 3.94477 0.24 -0.13 -0.22 -0.496
C 2.89122 0.50218 2.89217 -0.23 0.18 0.04 0.765
O 1.74624 0.91785 2.99023 0.27 -0.10 0.55 -0.641
C 3.53609 0.26600 1.62549 -0.02 -0.02 -0.34 -0.457
C 2.79752 0.47817 0.51144 -0.02 0.10 0.73 0.143
N 3.18959 0.30486 -0.78639 0.23 0.18 -0.20 -0.433
C 2.20235 0.43280 -1.73608 0.12 -0.05 -0.57 0.685
O 2.38281 0.16075 -2.91151 0.02 0.00 -0.01 -0.632
C 0.96497 0.91832 -1.13246 -0.71 0.18 -0.06 -0.317
C -0.10840 1.16793 -1.91531 1.05 -0.30 0.11 -0.112
C -1.42308 1.63379 -1.57272 -0.71 0.21 -0.15 -0.122
C -2.35109 1.80173 -2.58957 0.37 -0.09 0.31 -0.075
C -3.65262 2.25315 -2.33450 -0.10 0.08 0.39 -0.118
C -4.60784 2.42823 -3.36327 -0.24 0.08 0.01 -0.147
C -5.86379 2.86979 -3.08269 0.04 -0.02 -0.07 -0.245
C -6.24571 3.16545 -1.75166 0.19 -0.03 0.26 0.305
C -5.33939 3.00482 -0.73083 -0.54 0.17 0.00 -0.263
C -4.03505 2.54897 -0.99930 0.26 -0.14 -0.40 -0.030
C -3.07952 2.37352 0.02631 0.07 -0.01 0.07 -0.181
C -1.81906 1.93236 -0.24560 -0.08 0.02 -0.04 -0.186
H -1.10971 1.80843 0.55629 -0.10 0.05 0.13 0.219
H -3.36578 2.59790 1.04382 -0.01 0.02 0.11 0.211
H -5.59837 3.22134 0.29414 -0.08 0.04 0.08 0.211
O -7.52601 3.59717 -1.60980 0.21 -0.11 -0.34 -0.487
C -7.98842 3.91621 -0.31990 -0.07 0.06 0.24 -0.253
H -9.02188 4.23452 -0.44635 0.07 -0.02 0.06 0.202
H -7.40912 4.73289 0.12258 -0.01 -0.04 -0.02 0.178
H -7.95570 3.04632 0.34387 0.02 0.03 -0.03 0.178
H -6.60281 3.00843 -3.85607 -0.06 0.00 -0.11 0.227
H -4.32277 2.20498 -4.38101 0.00 -0.01 -0.11 0.213
H -2.07180 1.58115 -3.61066 0.07 -0.03 -0.10 0.201
H 0.06068 0.98794 -2.97275 0.08 -0.03 0.00 0.229
S 1.14854 1.03138 0.61374 -0.54 0.18 -0.44 0.438
C 4.47492 -0.25719 -1.15139 0.12 -0.29 0.03 -0.313
H 5.25202 0.13460 -0.49561 -0.07 -0.09 -0.07 0.233
C 4.34191 -1.77884 -0.99851 0.30 0.45 -0.35 0.684
O 4.78633 -2.38066 -0.04532 0.11 -0.11 0.35 -0.625
N 3.64702 -2.34363 -2.01147 -0.07 -0.17 -0.45 -0.622
H 3.23670 -1.71119 -2.69126 0.13 0.06 0.15 0.419
C 2.90343 -3.55518 -1.76558 -0.30 0.09 0.29 -0.258
H 2.83187 -4.14609 -2.68039 0.00 -0.06 0.08 0.205
H 3.44417 -4.11571 -1.00088 -0.04 -0.08 -0.11 0.225
C 1.48874 -3.17852 -1.25773 0.10 -0.35 -0.33 0.092
C 0.78564 -4.35193 -0.57304 0.01 0.28 -0.09 -0.426
H -0.29329 -4.20064 -0.60763 0.00 -0.04 -0.05 0.214
C 1.29827 -4.24801 0.86728 0.06 0.10 -0.03 -0.440
H 2.15846 -4.89838 1.02016 -0.01 -0.02 0.04 0.210
C 1.71423 -2.77276 1.00368 0.12 -0.01 0.55 -0.084
H 1.07737 -2.21323 1.69413 0.05 -0.04 -0.02 0.189
O 1.56519 -2.16823 -0.27476 -0.09 0.07 -0.15 -0.553
H 2.75627 -2.68111 1.33207 -0.15 -0.01 -0.03 0.199
H 0.53214 -4.51752 1.59084 0.02 -0.06 0.02 0.218
H 1.02594 -5.30372 -1.04123 -0.04 -0.09 -0.04 0.214
H 0.91461 -2.75462 -2.08921 0.03 -0.07 0.05 0.191
H 4.67325 0.01874 -2.18984 -0.01 0.00 0.16 0.247
H 4.53913 -0.11887 1.61811 0.13 -0.09 -0.15 0.251
H 1.36772 -0.85462 4.93887 -0.08 -0.02 0.00 0.223
H 1.84939 -0.66314 6.63043 -0.05 -0.02 0.12 0.214
H 2.78841 -1.71287 5.55502 0.03 -0.10 0.05 0.210
```
Forces are in eV/Å.

As for the orbital gap: 7.19 eV. The LUMO energy comes out at -0.41 eV. The structure (SMILES) is CCOC(=O)/C=c1\s/c(=C\c2ccc3cc(OC)ccc3c2)c(=O)n1CC(=O)NC[C@H]1CCCO1. As for the spin multiplicity: 1. For the electronic energy, the calculation gives -53517.9477 eV. Its largest force on an atom is 0.0214 hartree/bohr. As for the charge: 0.



[3]
Entry from the Open Molecules 2025 dataset: C26H28N4O7 as an isolated structure at a distorted geometry (the ωB97M-V functional and the def2-TZVPD basis).

XYZ file:
```
65
Properties=species:S:1:pos:R:3:forces:R:3:nbo_charge:R:1
C -5.70061 -1.31361 3.43288 -5.98 0.73 -4.93 -0.216
H -5.76886 -0.24256 3.34487 -0.66 0.39 0.74 0.195
O -5.64620 -1.75342 2.01679 -4.31 -2.80 4.55 -0.484
C -4.85512 -1.42619 1.10096 -3.26 -3.82 -5.65 0.276
C -3.90096 -0.62640 1.21963 0.41 5.38 13.27 -0.187
C -3.09615 -0.13203 0.42531 7.98 3.31 -5.18 -0.253
C -3.24103 -0.72507 -0.73835 3.61 2.92 -9.94 0.374
C -4.16857 -1.52027 -1.27052 -1.58 1.64 14.04 -0.215
C -5.06469 -1.91496 -0.24944 1.14 -0.17 1.00 -0.181
H -5.73699 -2.72245 -0.35392 -1.09 -0.46 -0.44 0.215
H -4.28598 -1.77368 -2.11621 -1.05 -3.32 -11.36 0.200
O -2.37448 -0.17384 -2.02387 4.27 -5.18 9.88 -0.611
C -2.80493 0.29382 -3.10975 -6.43 7.12 0.35 -0.260
H -2.08018 0.51182 -3.76972 2.19 -0.73 -3.34 0.201
H -2.98722 1.50307 -2.83163 -0.17 -1.93 -1.09 0.161
H -3.84633 0.01811 -3.20431 -0.25 -0.53 -2.01 0.162
C -2.03314 0.85586 0.81920 0.96 7.17 2.16 0.699
O -2.28693 1.66664 1.83187 1.36 -4.29 -4.01 -0.641
N -0.87593 1.23906 -0.08188 -10.70 -6.06 5.81 -0.605
H -0.97868 0.63213 -0.75058 0.33 -3.64 -5.67 0.420
C -0.05491 2.18107 0.07986 4.68 3.05 9.73 -0.078
C 1.26702 1.74196 0.13590 8.87 -5.63 -4.99 -0.009
C 2.35962 1.96980 0.97577 -1.29 -5.70 -7.55 -0.143
C 3.59192 1.38332 0.94114 -2.65 -2.91 -10.82 0.024
C 3.98149 0.71127 -0.60131 13.58 0.74 14.38 0.316
N 5.29801 0.01544 -0.54615 -7.90 -2.16 -10.14 -0.566
C 5.40690 -1.50587 -1.09948 -2.44 9.67 -4.46 -0.312
C 5.19452 -2.24099 -0.04621 -1.18 -10.40 11.40 -0.103
O 3.96477 -2.14972 0.90725 4.70 1.46 -0.52 -0.505
C 2.80563 -2.26446 0.37849 -5.21 0.47 -2.43 0.371
C 2.43159 -2.68233 -0.96048 -8.66 2.83 6.16 -0.302
C 1.05700 -2.85439 -1.41796 3.79 6.25 11.83 -0.137
C 0.13322 -2.26868 -0.45540 -1.57 -4.15 -6.58 -0.239
C 0.42968 -1.88477 0.72521 4.00 2.30 3.77 -0.225
C 1.74019 -1.78158 1.14171 2.28 2.02 3.16 -0.252
H 2.10548 -1.08519 2.12175 -1.34 -2.35 -2.57 0.216
H -0.28352 -1.34876 1.22515 -1.80 0.82 1.83 0.203
H -0.93183 -2.31260 -0.51947 -0.73 -0.12 -1.44 0.206
H 0.80853 -3.22663 -2.22537 -2.23 -3.52 -7.86 0.179
H 3.05077 -3.08879 -1.47056 8.00 -4.65 -6.56 0.157
H 6.07829 -2.48154 0.84571 -2.26 1.61 -2.80 0.240
H 4.94372 -3.32134 -0.23780 1.01 0.57 -0.89 0.215
H 4.61528 -1.50954 -1.90324 1.19 -0.45 0.71 0.227
H 6.37210 -1.55020 -1.43771 2.24 -0.53 -1.29 0.253
H 5.75830 0.27686 0.14705 5.51 2.53 7.88 0.384
C 3.12582 0.31666 -1.33771 -12.49 -0.87 -8.07 -0.401
C 1.80179 0.80527 -1.12246 -0.90 2.90 3.81 -0.009
H 1.11515 0.61399 -1.90133 -0.99 -0.34 -0.59 0.193
H 3.21510 -0.07496 -2.33107 0.61 -0.69 -0.10 0.243
N 4.43331 1.63553 1.87843 12.09 -5.59 -9.37 0.486
O 4.15963 2.08968 2.81577 -4.04 6.33 13.71 -0.290
O 5.77437 1.32978 1.62236 -3.80 0.74 0.60 -0.607
H 2.35261 2.48885 1.71435 -1.46 6.66 8.93 0.190
H -0.06296 2.44468 1.30310 -0.97 0.00 -2.47 0.211
C -0.17030 3.28586 -0.68371 -5.60 5.38 -4.48 -0.461
C -1.72945 3.79594 -0.60283 -0.58 -5.05 -11.83 0.650
O -2.49884 3.44412 -1.85098 3.84 2.32 6.63 -0.773
N -2.30946 4.28112 0.37247 7.96 -0.02 7.85 -0.706
H -3.19755 4.49307 0.42389 -5.63 1.16 0.36 0.409
H -1.57320 4.17161 1.47317 -3.48 0.60 -4.25 0.408
H 0.35944 4.15398 -0.58903 2.10 1.95 1.42 0.239
H 0.04518 3.05865 -1.72220 -0.68 -0.27 -0.50 0.246
H -3.76002 0.02571 2.27226 -0.61 -2.15 -2.09 0.226
H -4.94288 -1.56058 3.93450 6.73 -1.91 3.53 0.166
H -6.52850 -1.91731 3.93579 0.55 1.38 -1.20 0.209
```
Forces are in eV/Å.

As for the orbital gap: 6.84 eV. The LUMO energy comes out at -1.09 eV. As for the spin multiplicity: 1. For the electronic energy, the calculation gives -47678.2393 eV. Its largest force on an atom is 0.3850 hartree/bohr. As for the charge: 0.



Q: Which of these has the highest electronic energy?
A: C26H28N4O7



Q: Which of these has the lowest electronic energy?
A: C26H28GeN6S2Ti



Q: Among the records above, which one has the highest electronic energy?
A: C26H28N4O7